Computed, not measured: C30H45FGeInN3O7 as an isolated structure in a non-equilibrium geometry, with ωB97M-V/def2-TZVPD.

Computed properties:
LUMO (alpha / beta) in eV: -8.89 / -12.43
Charge: +3
<S²>: 0.786
2S+1: 2
E_HOMO (alpha / beta) in Eh: -0.55254 / -0.55248
Kohn-Sham gap (alpha / beta) in eV: 6.15 / 2.61

Geometry as XYZ:
```
88
Properties=species:S:1:pos:R:3:forces:R:3
In 0.033 -0.338 -2.682 -1.9 1.3 -2.5
C -4.380 1.215 -2.553 0.4 -0.2 0.0
C -3.460 0.007 -2.339 -1.5 -0.6 0.3
C -4.141 -1.259 -2.905 0.4 0.6 0.2
C -3.184 -0.199 -0.852 0.1 0.2 -0.4
O -2.247 0.222 -3.002 2.2 0.2 -0.2
Ge -1.910 0.986 -4.769 0.7 -0.5 0.4
O -0.303 1.623 -3.847 -0.9 -2.3 0.5
C 0.383 2.838 -3.846 1.5 1.4 0.3
C 1.857 2.591 -4.240 -0.7 -0.1 0.0
C -0.275 3.798 -4.836 -0.1 -0.3 0.2
C 0.370 3.405 -2.413 -0.4 -0.2 -0.5
O -0.806 -0.628 -4.912 0.2 1.3 2.3
C -0.695 -1.559 -5.944 0.5 -0.7 -1.9
C -0.257 -2.904 -5.366 -0.3 0.5 0.1
C 0.361 -1.070 -6.965 -0.5 -0.2 0.6
C -2.047 -1.681 -6.664 0.2 0.0 0.4
H -5.260 1.129 -1.923 -0.2 0.0 0.0
H -4.699 1.269 -3.594 0.0 0.0 0.0
H -3.852 2.133 -2.297 0.0 0.1 0.0
H -5.105 -1.402 -2.428 -0.2 -0.1 0.0
H -3.513 -2.126 -2.721 0.0 -0.2 -0.1
H -4.291 -1.137 -3.976 -0.1 -0.1 -0.1
H -4.114 -0.381 -0.323 -0.1 0.0 0.1
H -2.696 0.691 -0.456 0.0 0.1 0.1
H -2.517 -1.052 -0.727 -0.1 -0.1 0.1
H 1.896 2.124 -5.223 0.1 0.0 -0.1
H 2.319 1.931 -3.510 0.1 0.0 -0.1
H 2.394 3.534 -4.264 0.1 0.1 0.0
H -0.248 3.375 -5.842 0.0 0.0 0.0
H 0.249 4.750 -4.846 0.0 0.1 0.0
H -1.318 3.972 -4.560 0.0 0.1 0.0
H 0.790 2.661 -1.730 0.1 0.1 0.0
H -0.657 3.620 -2.118 0.0 0.1 0.1
H 0.963 4.315 -2.363 0.0 0.1 0.1
H 0.664 -2.773 -4.792 0.1 -0.1 0.0
H -0.085 -3.617 -6.166 0.1 -0.1 0.0
H -1.040 -3.284 -4.709 0.0 -0.2 0.0
H 1.335 -1.007 -6.481 0.1 0.1 -0.1
H 0.076 -0.085 -7.337 0.1 0.0 -0.1
H 0.416 -1.767 -7.797 0.1 0.0 -0.1
H -2.823 -1.936 -5.943 -0.1 -0.1 0.0
H -2.004 -2.459 -7.420 0.0 0.0 -0.1
H -2.309 -0.736 -7.145 0.0 -0.1 0.0
F -2.165 -0.233 4.300 0.7 -0.1 0.0
C -0.891 -0.287 3.876 -1.6 0.2 -0.9
C -0.692 -0.355 2.529 0.1 0.0 0.2
C 0.600 -0.459 1.996 -1.0 0.1 0.7
C 0.781 -0.527 0.564 0.1 0.0 -0.5
O -0.187 -0.426 -0.225 0.4 0.0 0.4
C 2.144 -0.702 0.167 -0.2 -0.1 -0.2
C 3.173 -0.707 1.054 -0.4 0.0 -0.8
N 2.980 -0.592 2.383 -0.2 -0.2 0.4
C 4.130 -0.475 3.252 0.3 0.3 0.4
C 4.510 -1.590 4.187 0.0 -0.1 0.1
C 5.365 -1.284 2.998 -0.1 0.0 0.0
C 1.700 -0.485 2.884 0.4 0.0 0.9
C 1.463 -0.376 4.259 1.0 -0.3 -0.6
C 0.181 -0.291 4.808 0.1 0.2 1.1
N -0.027 -0.192 6.160 -0.2 -0.4 -1.3
C 0.941 -0.579 7.157 0.7 0.1 0.4
C 1.272 0.624 8.055 0.6 -0.4 -0.3
N 0.016 1.388 8.344 -0.1 0.5 0.1
C -1.190 0.530 8.201 -0.6 -0.5 -0.1
C -1.331 0.119 6.734 -0.7 0.4 0.3
C 2.061 -0.722 -1.321 1.4 -0.1 0.9
O 2.002 0.397 -1.851 -0.4 1.1 -0.6
O 1.669 -1.762 -1.857 -0.6 -0.9 -0.8
H -1.544 -0.343 1.870 -0.2 0.0 -0.2
H 4.197 -0.787 0.717 0.0 0.0 0.1
H 4.264 0.543 3.602 0.1 0.0 0.0
H 3.932 -2.501 4.163 -0.1 -0.1 -0.1
H 4.879 -1.334 5.168 0.1 0.1 0.1
H 5.362 -2.005 2.196 -0.1 -0.1 -0.1
H 6.322 -0.810 3.148 0.0 0.1 0.0
H 2.323 -0.367 4.905 0.1 0.0 0.1
H 1.853 -0.952 6.699 0.0 0.0 0.1
H 0.529 -1.399 7.755 0.0 0.0 -0.2
H 1.979 1.292 7.563 -0.1 0.1 0.1
H 1.723 0.282 8.987 -0.2 0.1 0.0
H -0.073 2.172 7.684 0.1 0.0 0.3
H 0.060 1.796 9.286 0.0 0.0 -0.1
H -2.086 1.079 8.500 0.2 0.0 0.0
H -1.089 -0.328 8.868 0.1 0.2 0.0
H -1.786 0.940 6.173 0.1 -0.1 0.0
H -2.019 -0.733 6.672 0.2 0.1 0.0
O -0.430 -3.599 -1.572 -0.2 -0.8 0.2
C -0.770 -2.752 -2.210 0.1 0.6 0.0
```
Positions in Å, forces in eV/Å.

Computed, not measured: one molecule with the formula C10H16N2O5 in a non-equilibrium geometry, with ωB97M-V/def2-TZVPD.

Computed properties:
LUMO in eV: 0.65
SMILES: N[C@@H](CCC(=O)O)C(=O)N1CCC[C@H]1C(=O)O
E_HOMO in Eh: -0.34149
Kohn-Sham gap in eV: 9.94

Geometry as XYZ:
```
33
Properties=species:S:1:pos:R:3:forces:R:3
C 0.982 -0.457 -0.059 -1.3 0.0 2.9
C -0.207 0.530 -0.264 1.9 -0.8 -2.6
C 0.776 -1.792 -0.768 -1.0 -0.1 -1.0
C 2.051 -2.591 -1.157 0.8 2.1 1.8
C 2.830 -2.164 -2.331 0.2 0.5 -2.9
C -2.183 1.502 0.474 -0.3 -1.1 -2.2
C -1.259 2.359 1.183 1.0 0.6 3.3
C -3.421 1.104 1.263 2.4 1.5 1.4
C -2.781 0.096 2.209 0.1 -1.1 0.3
C -1.663 -0.669 1.328 -1.0 1.5 2.5
H 2.361 -0.875 1.634 -3.2 1.1 -0.7
H 1.389 0.512 1.818 -0.3 -1.3 -0.7
H 1.818 0.004 -0.416 1.8 1.5 -1.9
H -0.056 -2.323 -0.229 1.3 -0.3 -0.3
H 0.292 -1.617 -1.794 0.6 0.3 1.4
H 1.826 -3.502 -1.552 -1.3 -3.0 -0.4
H 2.901 -2.800 -0.480 -1.0 0.1 0.8
H 4.005 -2.974 -3.618 -0.5 -0.3 2.7
H -2.396 1.886 -0.523 -0.1 0.3 0.2
H -4.053 0.544 0.613 -1.1 0.4 -0.4
H -3.729 2.065 1.790 -0.7 -1.5 -0.8
H -2.299 0.535 3.101 -0.1 0.0 -0.7
H -3.588 -0.516 2.596 0.2 -0.6 0.1
H -0.823 -0.825 2.025 -0.2 -0.4 -0.8
H -2.007 -1.522 0.797 -0.4 -1.2 0.2
H -1.074 4.074 1.589 0.8 1.2 0.6
N 1.310 -0.485 1.480 2.6 -0.7 -0.3
N -1.377 0.324 0.338 0.0 -0.8 -0.4
O -0.059 1.414 -1.124 -0.2 -0.4 1.4
O 2.647 -1.282 -3.139 -0.1 -0.1 1.0
O 3.754 -3.145 -2.626 0.5 0.7 -2.2
O -0.512 2.030 2.119 -1.2 0.5 -1.8
O -1.436 3.603 0.852 -0.6 1.3 -0.6
```
Positions in Å, forces in eV/Å.

Values for energy above the lowest of the compared OMol25 structures with the same formula, charge and spin, kcal/mol, ordered as above
20.9; 66.3